Record 1
This record from the Open Molecules 2025 dataset describes a cluster of 8 separate species, C45H62F12NO30S in total. The level of theory is ωB97M-V/def2-TZVPD.

The calculation puts the HOMO energy at -6.177 eV. Its net charge is -1. Its total energy is -5660.4428 hartree. The HOMO-LUMO gap is 0.2870 Eh. As for the strongest force on any atom: 5.71 eV/Å.

Geometry (Å):
C -0.594770 -6.833491 0.598380
C -0.093859 -5.519870 -0.178522
C 1.162054 -4.991420 0.596850
C 1.669417 -3.527522 0.253083
O 1.086120 -2.851783 -0.839384
C 0.018281 -1.936091 -0.584178
C -1.027793 -2.430706 -1.728269
C -0.340562 -3.225141 -2.899588
C -1.423959 -3.400980 -4.071653
C -2.055446 -4.851118 -4.037268
N -3.545281 -4.672111 -4.138883
C -0.803133 -2.180183 0.747833
S -0.470141 -0.897146 2.014653
O 0.674555 -1.333659 2.846096
O -1.611283 -0.865123 2.927465
O -0.067144 0.524035 1.362355
C -0.389967 0.682500 -0.074095
C -1.971393 0.608786 -0.130095
O -2.644288 0.274660 -1.125595
O -2.642541 0.998914 0.902640
C -0.017473 2.210146 -0.332343
F 1.097309 2.417745 -1.124540
F 0.333970 2.824454 0.871741
C -1.118278 3.182810 -0.926218
F -0.398640 4.344374 -1.251381
F -1.686917 2.830241 -2.095436
F -2.009580 3.651755 -0.009977
C 0.453991 -0.396892 -0.832870
C 1.947170 -0.318804 -0.191193
C 3.105325 -0.592039 -1.215055
C 3.632255 0.698856 -1.965114
C 4.452035 1.561151 -0.923812
C 4.125614 3.097074 -0.926800
O 3.697935 3.596266 -2.195624
C 2.989807 4.836922 -2.060313
O 0.725196 -0.278035 -2.210511
C -0.112833 0.443742 -3.067937
C 0.215654 -0.014377 -4.566010
C -1.115130 -0.275197 -5.388437
O 0.884250 1.086752 -5.254314
H -0.103418 -7.735536 0.157701
H -1.705033 -6.963625 0.540216
H -0.346357 -6.763010 1.694103
H 0.242610 -5.888837 -1.174926
H -0.975202 -4.841969 -0.200231
H 1.998365 -5.728175 0.430151
H 0.934715 -5.047553 1.699034
H 2.766558 -3.649652 0.005009
H 1.698616 -2.967799 1.233342
H -1.789187 -3.135763 -1.284210
H -1.606266 -1.599413 -2.182562
H -0.030299 -4.262932 -2.637157
H 0.563928 -2.722031 -3.323413
H -2.230521 -2.637485 -3.965498
H -0.922654 -3.235469 -5.067427
H -1.870876 -5.341882 -3.049185
H -1.648895 -5.452745 -4.890274
H -3.927858 -5.618141 -4.039299
H -3.770756 -4.313549 -5.069753
H -1.884838 -1.992565 0.481942
H -0.794854 -3.215539 1.152624
H 2.026698 -0.959764 0.728799
H 2.162382 0.711158 0.217675
H 2.920356 -1.458271 -1.904240
H 3.985332 -0.931491 -0.587295
H 4.377836 0.333055 -2.728056
H 2.841167 1.254299 -2.515764
H 5.548292 1.349125 -1.076635
H 4.240240 1.195642 0.121777
H 5.040693 3.688188 -0.618318
H 3.382334 3.272732 -0.095718
H 2.589109 5.029355 -1.034530
H 2.092835 4.765196 -2.738252
H 3.684422 5.657265 -2.383195
H 0.056027 1.558423 -3.138795
H -1.217974 0.310655 -2.986266
H 0.936505 -0.866003 -4.608019
H -1.002092 -1.144061 -6.094050
H -1.973466 -0.542112 -4.719000
H -1.447830 0.615169 -5.975868
H 0.587887 1.123140 -6.174678
C 3.431781 -0.482442 5.773636
C 3.374139 0.228233 4.456213
O 4.536506 -0.238924 3.790198
C 4.767471 -1.488948 4.280956
O 5.489392 -2.285665 3.774765
O 4.060367 -1.715588 5.425066
F 3.478397 1.570720 4.620647
H 4.044685 0.041318 6.506566
H 2.443441 -0.651304 6.198808
H 2.489900 -0.002997 3.858305
C -5.287931 2.042923 -3.436537
C -4.937735 2.747733 -4.713286
O -4.058490 1.837054 -5.349268
C -4.436312 0.598528 -4.918015
O -4.102899 -0.420427 -5.434535
O -5.241630 0.672215 -3.829671
F -4.266857 3.900912 -4.469837
H -4.556127 2.218967 -2.643688
H -6.276368 2.313239 -3.067907
H -5.790277 2.948455 -5.365670
C 8.351609 5.297377 -3.779271
C 7.174013 4.461051 -3.370462
O 6.943219 4.867265 -2.035503
C 7.368153 6.161844 -1.962476
O 7.090299 6.909113 -1.083983
O 8.147425 6.492100 -3.031293
F 7.486175 3.142680 -3.375819
H 9.304794 4.846849 -3.492556
H 8.367613 5.502324 -4.849017
H 6.272643 4.628235 -3.965137
C 3.653622 -2.921547 9.153872
C 4.571120 -1.755743 8.930253
O 5.160527 -1.564948 10.201466
C 5.174703 -2.795712 10.793506
O 5.827046 -3.072143 11.745404
O 4.351805 -3.667454 10.148646
F 3.873525 -0.638108 8.601012
H 2.678889 -2.618765 9.543577
H 3.502944 -3.513647 8.252050
H 5.351940 -1.933884 8.186770
C -2.194290 2.988088 3.553736
C -1.032142 2.705185 4.453569
O -1.518841 3.089608 5.730737
C -2.865577 2.893714 5.686073
O -3.568294 2.854287 6.651433
O -3.308190 2.741809 4.417142
F 0.034088 3.484597 4.142338
H -2.221093 4.026822 3.215142
H -2.214794 2.334197 2.684961
H -0.726484 1.656304 4.477763
C -7.061465 1.310429 -8.925924
C -8.227873 0.458995 -8.516814
O -8.376555 0.764010 -7.143516
C -7.926313 2.042327 -6.994948
O -8.140896 2.721306 -6.043530
O -7.204729 2.446019 -8.075360
F -7.940929 -0.858336 -8.641416
H -6.101231 0.827744 -8.729657
H -7.101744 1.598588 -9.975535
H -9.157961 0.683831 -9.044971
C -4.870280 0.567957 8.501572
C -4.527082 -0.831872 8.087715
O -3.620520 -1.246247 9.094195
C -3.969884 -0.554125 10.218301
O -3.608792 -0.835294 11.315667
O -4.787608 0.491178 9.926513
F -3.889092 -0.848398 6.894708
H -4.151849 1.303851 8.135262
H -5.868219 0.864951 8.182243
H -5.379016 -1.516326 8.057615

Atomic forces in eV per Å
C 0.046 0.352 -0.087
C 0.191 -1.738 1.261
C -0.470 0.112 -0.100
C 2.021 -0.815 1.276
O 0.001 0.552 1.548
C -2.826 -1.062 -1.470
C 0.585 -0.398 -0.461
C -0.789 0.147 -1.256
C 0.944 -0.579 0.308
C -0.665 1.513 -0.167
N 0.870 -1.033 0.022
C -0.580 1.848 -1.381
S -0.155 -2.322 5.212
O 0.120 0.918 -2.086
O 0.448 0.849 -2.098
O -0.290 -1.625 -0.752
C -1.052 0.220 0.409
C -4.865 0.966 1.488
O 2.261 -0.594 -1.276
O 3.217 -0.271 -0.712
C 1.043 0.898 0.695
F -1.203 -0.866 0.457
F -0.658 -0.784 -1.219
C 0.504 2.922 -0.445
F -0.534 -1.206 0.297
F 0.061 -0.154 1.602
F 0.626 -1.435 -1.251
C 2.879 -1.136 0.956
C 0.330 0.644 0.150
C 0.710 -0.318 0.335
C 0.600 -0.941 0.349
C -0.065 0.151 -0.213
C 1.035 -0.050 1.038
O -0.539 -0.025 1.140
C -0.307 -0.013 -0.787
O -0.970 0.633 0.371
C -0.661 0.665 -3.259
C -0.797 0.845 -0.846
C -0.022 -0.961 0.507
O 0.155 -0.107 0.369
H -0.408 0.611 0.547
H 0.911 0.071 -0.155
H -0.162 -0.148 -1.063
H -0.638 0.813 0.457
H 0.990 -0.164 -0.373
H -0.798 0.714 0.099
H 0.198 0.214 -0.982
H -1.095 0.307 0.004
H -0.427 -0.125 -1.175
H 0.700 0.770 -0.269
H 0.404 -0.372 0.669
H -0.106 0.958 0.160
H -0.784 -0.185 0.658
H 0.508 -0.709 -0.110
H -0.519 -0.156 0.928
H 0.052 0.296 -0.876
H -0.123 0.190 0.846
H -0.294 0.540 -0.326
H -0.051 -0.237 0.346
H 1.090 0.076 0.334
H 0.580 1.040 0.218
H -0.114 0.414 -1.088
H -0.505 -0.892 -0.461
H -0.194 0.995 0.564
H -0.819 0.260 -0.550
H -0.854 0.417 0.538
H 0.560 -0.348 0.636
H -1.018 0.442 0.023
H 0.155 0.394 -0.983
H -0.751 -0.639 -0.183
H 0.253 -0.011 -1.124
H 0.542 -0.250 -0.675
H 0.947 0.304 0.514
H -0.782 -0.393 0.377
H 0.264 -1.096 0.656
H 0.958 -0.207 0.868
H -0.812 0.362 0.381
H -0.041 0.893 0.547
H 0.960 0.181 -0.635
H 0.444 -0.517 0.556
H 0.037 -0.201 0.437
C -0.422 -0.017 0.495
C -0.095 0.620 -0.209
O -0.315 -0.645 0.323
C 0.477 -0.400 -0.346
O -0.106 0.175 0.224
O 0.201 0.165 -0.343
F 0.016 0.055 -0.068
H -0.004 0.193 -0.268
H 0.079 -0.204 -0.078
H -0.006 0.099 -0.059
C -0.359 0.076 0.729
C 0.370 0.457 0.119
O -0.518 -0.327 0.034
C 0.071 -0.745 0.235
O -0.257 0.253 -0.082
O 0.285 0.163 -0.616
F -0.012 0.105 -0.154
H 0.116 0.032 -0.157
H -0.027 -0.245 -0.104
H 0.098 0.188 0.019
C 0.427 0.226 -0.561
C -0.025 -0.665 0.199
O 0.107 0.584 -0.498
C -0.108 0.471 0.692
O 0.142 -0.174 -0.200
O -0.299 -0.260 0.204
F -0.101 -0.051 -0.037
H -0.156 -0.171 0.077
H -0.049 0.196 0.107
H -0.021 -0.196 0.056
C -0.480 -0.544 -0.386
C -0.170 0.470 0.066
O 0.045 -0.593 -0.275
C 0.265 -0.311 0.732
O -0.192 0.102 -0.201
O 0.293 0.476 0.045
F 0.104 0.044 0.158
H 0.110 0.216 -0.023
H 0.134 -0.114 0.137
H -0.082 0.162 -0.063
C -0.158 -0.195 -0.917
C 0.403 0.360 -0.165
O -0.448 -0.431 -0.040
C -0.508 0.029 0.074
O 0.175 0.097 -0.135
O 0.343 0.108 0.730
F 0.126 -0.046 0.122
H 0.188 0.021 0.189
H -0.271 -0.243 -0.063
H 0.101 0.071 -0.021
C 0.452 0.230 -0.606
C 0.169 -0.631 0.183
O -0.032 0.590 -0.420
C -0.017 0.400 0.596
O 0.155 -0.190 -0.190
O -0.334 -0.282 0.280
F -0.158 -0.044 -0.047
H -0.158 -0.172 0.090
H -0.036 0.207 0.132
H -0.002 -0.164 0.013
C -0.375 0.679 -0.206
C 0.451 0.039 -0.483
O -0.592 0.182 0.314
C 0.226 0.106 0.692
O -0.022 0.059 -0.268
O 0.252 -0.605 0.002
F -0.045 -0.174 -0.022
H 0.014 -0.214 -0.118
H 0.005 -0.002 0.230
H 0.104 -0.067 -0.130


Record 2
This record from the Open Molecules 2025 dataset describes a cluster of 6 separate species, C41H33BrNO20 in total. The level of theory is ωB97M-V/def2-TZVPD.

The calculation puts the HOMO energy at -11.099 eV. Its net charge is +1. Its total energy is -5715.4797 hartree. The HOMO-LUMO gap is 0.2630 Eh. As for the strongest force on any atom: 2.09 eV/Å.

Geometry (Å):
Br 6.323184 -1.687384 1.484339
C 4.772720 -0.565479 1.072482
C 3.418642 -1.254920 0.877405
C 2.354333 -0.211661 1.210649
C 2.012703 0.720622 0.262387
C 1.077497 1.687915 0.569626
C 0.535418 1.685055 1.822505
C 0.856527 0.741895 2.760114
C 1.774690 -0.235310 2.455102
C 4.709274 0.371800 2.251085
N 5.005855 1.589313 2.039521
C 5.393113 1.822443 0.626627
C 5.215432 0.442394 -0.039467
H 3.293434 -1.629479 -0.138757
H 3.332314 -2.117941 1.540004
H 2.432289 0.747341 -0.734724
H 0.820956 2.429348 -0.174073
H -0.185108 2.456183 2.076352
H 0.432983 0.729494 3.758017
H 2.087342 -1.015361 3.138929
H 4.407386 0.083571 3.254747
H 4.968317 2.296557 2.766683
H 6.405487 2.231194 0.643522
H 4.750724 2.627516 0.263484
H 4.519039 0.629556 -0.852353
H 6.177558 0.220712 -0.494705
C 3.745125 2.477488 7.245325
C 2.835550 1.966506 6.413345
C 1.565395 1.344355 6.912058
O 0.776342 0.914152 6.087199
C 1.344816 1.281120 8.343237
C 2.255724 1.790374 9.187412
C 3.516715 2.437066 8.688154
O 4.295535 2.895618 9.495898
O 2.102495 1.756035 10.502957
O 2.988735 1.972478 5.078533
H 4.663127 2.930413 6.897158
H 0.433097 0.814968 8.688925
H 2.892017 2.187422 10.883092
H 2.183104 1.548764 4.717862
C -2.411986 -2.205911 -2.826188
C -3.039062 -1.256617 -2.116358
C -2.400433 -0.628108 -0.911756
O -3.005407 0.245546 -0.319926
C -1.079681 -1.094951 -0.508814
C -0.462910 -2.042280 -1.219989
C -1.086321 -2.651978 -2.438225
O -0.452589 -3.494960 -3.046767
O 0.753679 -2.509172 -0.898876
O -4.249950 -0.814577 -2.439311
H -2.859104 -2.663995 -3.697269
H -0.636535 -0.647084 0.368932
H 0.961908 -3.182195 -1.578930
H -4.494757 -0.133952 -1.784227
C -3.124131 4.083393 -4.042098
C -3.513693 2.933151 -3.483083
C -4.964568 2.545352 -3.396595
O -5.264451 1.472475 -2.897651
C -5.951764 3.476010 -3.915326
C -5.563584 4.631909 -4.472843
C -4.114254 5.004983 -4.584789
O -3.824795 6.057933 -5.115386
O -6.428128 5.513948 -4.959041
O -2.640297 2.062991 -2.965812
H -2.084212 4.370999 -4.111390
H -6.992362 3.195993 -3.833053
H -5.894293 6.255129 -5.304377
H -3.177182 1.324941 -2.629180
C -1.153371 -1.375181 -6.393675
C -1.241336 -0.067866 -6.121226
C -1.251517 0.968861 -7.206235
O -1.352646 2.138648 -6.881595
C -1.136422 0.524133 -8.584347
C -1.045236 -0.784327 -8.861481
C -1.061082 -1.824311 -7.777016
O -0.992428 -2.994426 -8.096193
O -0.936295 -1.244295 -10.102674
O -1.327350 0.406090 -4.878156
H -1.145850 -2.131454 -5.620127
H -1.128288 1.280962 -9.355899
H -0.889780 -2.216807 -10.027377
H -1.380895 1.377289 -4.965944
C -1.475026 -3.235194 3.343179
C -0.596900 -3.597184 2.401723
C -0.391373 -5.033111 2.018998
O 0.414216 -5.281351 1.138966
C -1.157709 -6.048469 2.718998
C -2.037566 -5.691400 3.666341
C -2.262857 -4.251274 4.031808
O -3.085926 -3.990945 4.885519
O -2.761157 -6.579183 4.336848
O 0.153578 -2.715865 1.736755
H -1.632777 -2.202927 3.624745
H -0.988607 -7.080462 2.445983
H -3.315139 -6.066419 4.956334
H 0.690711 -3.244634 1.113417

Atomic forces in eV per Å
Br -0.309 -0.254 0.124
C 0.655 1.411 -0.440
C -0.042 0.032 0.138
C 1.062 -1.554 -0.906
C -0.305 0.706 -0.570
C 0.532 0.020 -0.635
C -1.316 1.331 0.495
C 0.046 -0.621 1.157
C 0.268 0.017 0.064
C -0.584 -0.549 1.141
N 0.227 -0.604 -0.787
C -0.022 0.903 0.815
C 0.318 1.144 -0.334
H 0.234 0.098 -0.025
H 0.055 0.095 0.071
H 0.095 -0.360 0.013
H -0.183 0.048 0.083
H 0.002 -0.088 0.034
H -0.296 0.209 -0.137
H -0.305 0.056 0.209
H 0.084 -0.169 -0.125
H 0.038 0.001 -0.046
H 0.046 -0.287 -0.169
H -0.085 -0.271 -0.258
H -0.255 -0.717 0.091
H -0.165 -0.547 0.047
C 0.088 0.029 0.009
C 0.395 0.207 -0.036
C -0.299 -0.125 0.456
O 0.201 0.032 -0.266
C -0.057 -0.036 -0.204
C -0.415 -0.215 0.139
C 0.231 0.106 -0.279
O -0.125 -0.079 0.163
O 0.338 0.173 -0.186
O -0.161 -0.234 -0.054
H -0.006 0.021 0.017
H 0.004 0.018 0.030
H -0.037 -0.003 0.092
H -0.019 0.090 0.024
C 0.180 -0.113 -0.003
C -0.332 -0.375 -0.389
C 0.315 -0.055 0.236
O -0.139 0.052 -0.184
C -0.043 0.142 0.059
C 0.141 0.270 0.380
C -0.435 -0.034 -0.354
O 0.285 0.033 0.169
O -0.001 -0.138 -0.451
O 0.644 -0.305 0.446
H -0.043 0.015 0.013
H -0.010 -0.030 0.019
H -0.047 -0.049 -0.019
H -0.278 0.038 -0.136
C 0.003 0.096 -0.056
C 0.305 0.206 0.014
C -0.603 0.127 -0.110
O 0.315 0.518 0.087
C 0.064 -0.181 0.055
C -0.473 -0.148 0.037
C 0.440 -0.101 0.057
O -0.241 0.078 -0.020
O 0.374 0.072 -0.014
O -0.307 0.063 -0.021
H 0.000 -0.019 -0.020
H -0.005 0.017 -0.018
H -0.049 0.034 -0.034
H 0.013 -0.084 0.017
C 0.004 -0.131 -0.058
C 0.013 -0.352 0.306
C 0.014 0.096 -0.541
O 0.005 -0.047 0.314
C -0.015 0.161 0.123
C 0.004 0.347 -0.322
C -0.023 -0.089 0.471
O 0.030 0.052 -0.266
O -0.006 -0.238 0.296
O 0.071 0.094 -0.278
H 0.022 0.002 -0.004
H -0.009 -0.024 -0.022
H -0.009 -0.020 -0.058
H -0.065 0.034 0.098
C -0.093 0.021 0.093
C -0.107 0.437 0.200
C -0.157 -0.539 0.095
O 0.116 0.310 -0.044
C 0.143 0.047 -0.146
C 0.091 -0.449 -0.138
C 0.102 0.431 -0.070
O -0.043 -0.247 0.053
O -0.031 0.388 0.068
O 0.096 -0.457 0.278
H -0.010 -0.001 -0.016
H -0.032 -0.008 0.014
H -0.046 -0.054 0.023
H -0.072 0.073 -0.187


- Which formula does entry 1 have?
  C45H62F12NO30S